[1]
Computed, not measured: BCa2F5K as an isolated structure, with ωB97M-V/def2-TZVPD.

Geometry as XYZ:
```
9
BCa2F5K, DFT ωB97M-V/def2-TZVPD
Ca 18.66018 -19.46186 12.63537
K 21.18671 -19.81546 10.54118
F 19.60071 -20.82738 11.49783
F 19.60760 -20.51241 13.67341
F 19.21966 -19.02283 10.87726
Ca 18.05900 -17.72768 10.56483
F 21.55443 -20.84394 12.57247
B 20.25657 -21.19665 12.66107
F 20.15674 -22.51112 12.85579
```

The calculation puts the HOMO energy at -23.75 eV. As for the total energy: -67438.5359 eV. Its maximum force is 10.081 eV Å⁻¹. The calculation puts the LUMO energy at -15.451 eV. As for the total charge: +3.

[2]
Computed, not measured: an isolated molecule of C5H8N2, with ωB97M-V/def2-TZVPD.

Geometry as XYZ:
```
15
C5H8N2, DFT ωB97M-V/def2-TZVPD
H 0.23973 -1.68274 -0.26981
C 0.80627 -0.72395 -0.19628
H 0.22364 1.17057 -1.39858
H 0.65455 -1.05559 2.00946
N -2.69911 0.62805 -1.41353
H -1.47886 -0.84846 1.06141
C -2.01821 0.44109 -0.49596
C 0.97745 0.33744 -1.36752
C -1.24194 0.17606 0.74550
H -1.55265 0.90354 1.48889
N 0.14968 0.34367 0.57698
H 2.03557 0.07164 1.55257
C 1.12179 -0.42817 1.24690
H 1.92425 0.85825 -1.24798
H 0.85784 -0.19141 -2.29205
```

The calculation puts the HOMO energy at -9.21 eV. As for the total energy: -8291.2448 eV. Its maximum force is 2.544 eV Å⁻¹. The calculation puts the LUMO energy at 0.861 eV. The SMILES is C[C@H]1CN1CC#N.

[3]
Computed, not measured: C40H31F9N4O2PPtS as an isolated structure, with ωB97M-V/def2-TZVPD.

Geometry as XYZ:
```
89
C40H31F9N4O2PPtS, DFT ωB97M-V/def2-TZVPD
C -5.22638 -3.03545 -2.75244
F -4.46158 -6.03570 -4.50398
C 3.83300 1.75090 3.33787
C 1.53700 -1.27248 -1.53792
H 4.26411 -2.04468 0.35767
N 3.36080 2.68829 -2.48712
H 4.81339 3.93558 -3.33340
N -1.16444 3.10101 -2.00310
C 2.24777 -2.40369 0.99035
H 2.14200 -3.32332 0.43188
C -3.14198 -1.08186 4.44056
C 0.23956 -1.04405 -1.09918
O 0.57164 1.57008 1.23617
F 3.22766 -2.15782 -4.41433
H -0.12366 5.06053 5.07119
F -4.19310 -1.84219 4.73634
H 4.51964 0.01658 1.65658
F 4.03929 -1.88574 -2.42648
C -0.20467 3.00789 4.49147
C 0.94054 -0.49020 -3.73504
C 3.43356 -1.68556 0.95121
H -2.48068 -2.70181 0.15969
C 2.81059 1.81176 -0.55029
H 1.36816 3.22884 -3.06307
F -2.05249 -1.72164 4.97000
N 1.67607 2.26634 -1.18034
H -2.76744 -2.97536 2.59362
C 1.87852 -1.01902 -2.85517
C -2.85809 0.54830 1.02646
F -6.39024 -5.21594 -3.95954
C -2.45304 -2.95345 -2.57556
C 2.53321 -0.04508 2.47041
H 4.64006 1.10335 3.68396
C 3.25695 -1.32867 -3.36335
C -0.18038 0.70951 3.85451
C -0.71470 -0.53492 -1.96971
C -2.77686 -1.98600 2.15194
C -4.58843 -1.88047 -2.32956
C -0.34093 -0.23584 -3.28415
H 3.44760 3.52865 -4.38717
H 0.26214 -2.47660 1.80900
H 2.27368 -1.67095 -0.85788
H -2.50292 -4.97410 -3.29286
C -2.65045 -0.55807 0.20601
F -3.26085 0.06741 5.12292
C 0.05876 4.33524 4.29186
C -3.19912 -1.83092 -2.22277
F -5.21864 -6.29545 -2.49670
H -1.07415 0.18003 -3.96629
H 2.76030 1.32657 0.40696
C -3.08561 -4.10675 -3.01183
H -2.94031 1.53661 0.58113
C 2.03765 2.78197 -2.34693
H -3.19574 1.26687 3.02711
C -2.61554 -1.82880 0.78683
C 0.56843 4.73112 3.04673
H 4.69146 2.31025 -4.05380
H 3.66974 2.54827 4.05624
H -0.59332 2.66769 5.44431
H -0.14678 -1.23536 3.80931
C 0.48832 2.45526 2.20227
N 0.27773 -0.42263 3.38376
C 1.32846 -0.75733 2.48353
C -2.97641 -0.86840 2.95733
C -1.30561 3.96033 -2.80967
P -2.49374 -0.25362 -1.60651
H -5.17903 -1.00515 -2.08463
O 2.60222 1.03832 3.26638
H 0.79580 5.77479 2.86944
C 0.77076 3.82637 2.02912
H -0.85064 0.56960 4.69352
C -5.14145 -5.42362 -3.52118
S -1.53435 5.07274 -3.91270
H 4.91286 1.86251 -1.25746
H -0.01596 -1.25972 -0.06977
F 3.89784 -0.20897 -3.78629
C 3.86393 2.07376 -1.36535
C -3.01829 0.40177 2.40268
Pt -0.17859 2.31120 -0.52682
C 4.13259 3.14352 -3.63680
C 3.57833 -0.51326 1.67866
H 1.20652 -0.29664 -4.76696
C -4.46983 -4.14638 -3.09324
H 1.14245 4.16560 1.07142
C 1.19689 -1.93049 1.75724
H -6.30408 -3.06716 -2.83231
H -1.37211 -2.93336 -2.51845
H 4.09025 2.18265 2.36817
C 0.05441 2.04666 3.48433
```

The calculation puts the HOMO energy at -10.64 eV. As for the total energy: -99862.1693 eV. Its maximum force is 0.813 eV Å⁻¹. The calculation puts the LUMO energy at -3.979 eV. As for the total charge: +1.

[4]
Computed, not measured: C37H52AsCsN3PS as an isolated structure, with ωB97M-V/def2-TZVPD.

Geometry as XYZ:
```
96
C37H52AsCsN3PS, DFT ωB97M-V/def2-TZVPD
C 1.83990 -2.12745 -3.63181
H 4.86699 1.86950 6.39199
C 1.11219 0.78214 3.87481
N 2.07080 2.91646 2.03883
H -0.16537 1.07122 -4.43945
C -2.24969 4.51347 0.12142
H 3.58404 -0.95478 -4.07229
H 6.08478 5.07868 -3.13211
H -3.71690 3.00692 -2.21188
C -3.15715 -3.66488 -3.03263
S 3.30217 5.29221 -1.83069
C 6.27061 2.94638 -3.29719
H -1.35045 -0.99781 -3.76202
H -2.00872 5.07254 -0.78261
H -0.06237 -3.03568 -3.23494
C 3.85991 3.42202 3.55638
C -3.95477 -4.93096 -1.02814
H 1.32730 -4.32522 0.55203
C -3.83957 2.47889 -1.26712
H 2.86981 0.53698 5.85895
H -1.98265 -1.52951 3.48550
N 2.46152 2.84106 -1.59925
C 0.60403 -3.91609 -0.15669
H -3.71725 2.51059 1.78113
C 2.74173 2.64863 3.23163
H -4.36158 -2.10155 2.22901
C 0.71958 0.41555 2.56735
C -2.76373 -4.20265 -1.65228
H -1.27121 -5.89073 0.16949
H -4.45091 -3.60611 1.32329
H 0.97985 -2.95667 -0.51682
C 0.39279 0.16860 -4.22319
H -1.95943 -4.93377 -1.80945
C 2.34512 1.60916 4.09950
H 2.01098 3.88827 1.78017
H -3.57324 -4.46310 -3.65241
H -4.91643 -2.16719 -0.85534
H -1.27837 -0.76161 5.75316
C -0.77988 -3.79644 0.48787
C -0.72843 -0.45742 4.87049
H -3.06277 0.89428 1.40821
C -3.77714 -2.80583 1.62924
C 4.61907 3.16275 4.68276
H -0.47727 -5.56122 1.70159
H -2.30759 -3.23164 -3.56187
C -4.24734 -1.42070 -0.42234
H -1.52918 4.75791 0.90231
H 7.25788 2.99246 -3.73712
H -3.81643 -0.85046 -1.24875
H 0.26390 3.72144 -0.74603
C 4.35140 4.02238 -2.39430
C 0.45458 -2.13886 -3.55041
C -3.16292 -2.07224 0.43747
H 5.48903 3.77370 4.89189
C 5.67420 1.70519 -3.05773
H -0.75600 -0.74098 1.52885
C 2.14436 4.07320 -1.37202
H -4.65324 2.93063 -0.69949
H 6.20999 0.79862 -3.30894
C -0.39096 -0.41904 2.51348
H 4.13965 4.22549 2.88251
H -4.86515 -0.74639 0.17668
H -3.92034 -2.88705 -2.94995
N 0.97476 4.43867 -0.76831
Cs 0.76861 0.15609 -0.33874
C 0.38224 0.37293 4.99551
H -2.56368 -1.25964 0.85811
H 0.58011 -4.58996 -1.02001
H 2.40332 -3.02313 -3.40038
C 3.14604 1.36337 5.21475
H -2.17851 -5.16847 1.49263
C -0.27082 -0.99118 -3.84885
C 2.50296 -0.96535 -4.00716
H 3.95473 0.66002 -2.29821
H 0.63197 5.37468 -0.89500
H 1.22074 2.37071 1.94206
C -2.82767 1.95637 1.48095
H -4.27531 -5.75322 -1.67348
C -1.12179 -0.87994 3.60958
C 4.27306 2.11151 5.52050
H -4.80692 -4.25661 -0.92639
C -1.21308 -5.17319 0.99251
C 1.78085 0.18402 -4.29788
C 5.61630 4.11824 -2.96145
C 3.73499 2.78964 -2.17065
P -1.90935 -2.88461 -0.66556
H -2.03807 2.06183 2.22436
H -3.24600 4.79384 0.46280
C 4.41430 1.61866 -2.49441
H 2.30000 1.09401 -4.57104
H -3.01937 -3.22637 2.28908
H -3.73973 -5.34354 -0.04565
H -4.07759 1.43799 -1.47550
H 0.67284 0.71166 5.98457
As -2.17949 2.59092 -0.24897
H -0.68420 -3.12324 1.34951
```

The calculation puts the HOMO energy at -6.34 eV. As for the total energy: -125193.4608 eV. Its maximum force is 0.850 eV Å⁻¹. The calculation puts the LUMO energy at 0.017 eV.